Record 1
Density functional theory data (ωB97M-V/def2-TZVPD) for a structure of composition C21H46N3OP2SY in a non-equilibrium geometry.

Computed properties:
Energy relative to the best compared isomer or geometry (same formula, charge and spin): 11.9 kcal/mol
Kohn-Sham gap: 0.287 Ha
Molecular weight: 539.54 g/mol
Lowest unoccupied orbital energy: -0.2036 Eh
F_max: 3.29 eV/Å

```
! RIJCOSX wB97M-V def2-TZVPD def2/J DEFGRID3
* xyz 2 1
Y 1.39092 0.29720 1.64373
P -0.50503 -2.47874 -1.03378
P 0.60126 2.85824 0.72403
N 2.02496 0.61197 -0.34945
C 1.13319 -1.65810 -1.13460
H 1.70683 -1.95899 -0.23051
H 1.66588 -2.13351 -1.97611
C 1.22134 -0.12446 -1.34230
H 1.66335 0.04066 -2.34228
H 0.20709 0.32243 -1.40303
C 2.69078 1.83150 -0.88988
H 2.47071 1.93467 -1.96672
H 3.78578 1.72394 -0.80669
C 2.23218 3.10122 -0.14387
H 2.09598 3.93222 -0.85243
H 2.99819 3.40830 0.58561
C 0.99495 3.64380 2.36250
C 1.87112 2.67228 3.18794
H 2.71611 2.22294 2.61539
H 1.26248 1.87782 3.68002
H 2.34612 3.22658 4.00846
C -0.54129 3.89314 -0.24869
C -1.99151 3.46369 0.01322
H -2.65321 3.95489 -0.71088
H -2.32288 3.74347 1.02185
H -2.11825 2.37979 -0.10079
C -1.27493 -2.70064 -2.66040
C -2.51620 -3.60402 -2.63113
H -3.03491 -3.48792 -3.59338
H -3.23231 -3.33711 -1.84317
H -2.24676 -4.66693 -2.53042
C -0.08278 -4.05944 -0.20779
C -1.28953 -4.75749 0.42275
H -0.92253 -5.63047 0.97934
H -1.99637 -5.11991 -0.33681
H -1.82864 -4.11881 1.13205
C -1.69882 -1.66235 0.08501
C -0.31795 5.39867 -0.07272
H 0.74333 5.67432 -0.00906
H -0.73455 5.91575 -0.94873
H -0.83766 5.78910 0.81186
C -0.30258 -3.14573 -3.76351
H -0.85374 -3.16843 -4.71300
H 0.53853 -2.45272 -3.88634
H 0.09006 -4.15542 -3.58392
C 0.70655 -5.01378 -1.10889
H 1.10222 -5.82414 -0.48040
H 0.06829 -5.47803 -1.87432
H 1.56644 -4.53761 -1.60054
C -0.26537 4.07420 3.12670
H -1.07682 3.33469 3.05717
H -0.02253 4.19628 4.19006
H -0.65453 5.03749 2.77388
H 1.58222 4.53773 2.09621
H 0.59052 -3.72950 0.60825
H -0.28814 3.62659 -1.29112
H -1.60545 -1.67378 -2.90302
O -1.05481 -0.91732 1.02078
H -2.62509 -1.26659 -0.41342
H -2.64805 -2.31373 0.23271
S 2.83215 -1.89605 1.99931
C 1.83011 -2.09295 3.39181
N 0.55636 -1.53627 3.44722
C -0.23534 -1.71793 4.69451
C 0.68013 -1.49327 5.87425
C 1.83707 -2.46471 5.85723
N 2.31682 -2.67816 4.48132
H -0.02230 -1.69975 2.59315
H -0.65137 -2.73257 4.70148
H -1.05546 -0.99998 4.66053
H 0.11394 -1.62969 6.79937
H 1.05713 -0.46428 5.88033
H 1.53339 -3.44037 6.25163
H 2.67734 -2.10433 6.46138
H 3.24278 -3.08380 4.36217
*
```



Record 2
Density functional theory data (ωB97M-V/def2-TZVPD) for a structure of composition C21H47AlBBr2CaCsF4Li2N2NaO5S in a non-equilibrium geometry.

Computed properties:
Kohn-Sham gap: 0.162 Ha
Molecular weight: 923.13 g/mol
Lowest unoccupied orbital energy: -0.1454 Eh
F_max: 7.58 eV/Å

```
! RIJCOSX wB97M-V def2-TZVPD def2/J DEFGRID3
* xyz 1 1
C 0.11343 -0.87441 0.80604
B -0.86992 -0.08245 -0.16706
O -1.18995 -0.75586 -1.31875
C -1.36670 1.33081 0.10780
C -2.65381 1.52924 0.86434
C -2.70707 0.58233 2.03286
C -3.57349 -0.62663 1.80439
S -3.07431 -2.14091 2.67167
O -0.36771 1.94662 1.02623
C -0.42296 3.40068 1.03807
C -0.19194 4.07594 -0.25056
N 1.19687 3.88521 -0.68076
C 1.39071 2.59466 -1.29932
C 1.06192 2.32967 -2.75542
C 1.78734 1.05407 -3.18871
O -0.32885 2.08285 -2.94424
H -0.14354 -1.91800 0.87673
H 0.15168 -0.48103 1.80808
H 1.14906 -0.83073 0.45805
H -1.95072 -0.32728 -1.72061
H -3.52126 1.44925 0.23184
H -2.71542 2.52720 1.26758
H -1.71744 0.32580 2.38993
H -3.22953 1.14600 2.89623
H -4.59586 -0.43785 2.07125
H -3.55711 -0.81099 0.74612
H -1.77064 -2.29434 2.46279
H -1.30901 3.76118 1.54038
H 0.39979 3.71854 1.66684
H -0.89764 3.81515 -1.03363
H -0.36212 5.24988 -0.05882
H 1.44957 4.57491 -1.37345
H 2.45821 2.40310 -1.23942
H 0.85697 1.89034 -0.70497
H 1.35807 3.15169 -3.39531
H 1.99316 1.03862 -4.24345
H 1.11024 0.24779 -2.96021
H 2.66714 0.86401 -2.60225
H -0.42038 1.82586 -3.86173
Ca -1.49698 0.59341 3.91375
Br 0.51887 6.53211 0.68367
Li 1.49117 1.94171 1.12006
O 1.36148 7.84681 -1.26832
C 1.94945 8.61330 -2.13175
C 0.96841 9.32874 -3.05965
O 1.59339 10.02670 -4.02036
H 2.64044 8.07537 -2.87958
H 2.62317 9.40279 -1.72118
H 0.31909 9.89028 -2.36438
H 0.31829 8.55342 -3.44610
Na -1.02193 7.70623 -3.65467
Cs -2.21334 7.07749 0.20879
F -7.64622 4.49625 1.29247
Al -7.76263 6.15611 1.54380
F -8.75387 6.84677 0.39902
F -6.21028 6.79106 1.38356
F -8.32031 6.46212 3.08235
Li 1.94739 1.20262 3.77414
Br 2.13691 7.94279 -4.91803
C 3.18497 -8.40865 2.78794
C 1.87290 -8.45793 1.99536
C 1.91074 -7.81297 0.61478
N 1.66118 -6.31921 0.53363
C 0.17693 -6.08175 0.43163
C -0.17197 -4.63599 0.13408
C 0.53968 -4.12168 -1.11224
C 2.04104 -4.38371 -1.03983
C 2.33374 -5.83917 -0.73069
C 2.22395 -5.59952 1.69987
H 3.35167 -7.45399 3.28135
H 3.17538 -9.16269 3.57147
H 4.04203 -8.60952 2.14502
H 1.04406 -8.07290 2.59384
H 1.65371 -9.51094 1.81985
H 1.14786 -8.26351 -0.01468
H 2.87308 -8.00012 0.14218
H -0.18502 -6.71746 -0.37410
H -0.26342 -6.41612 1.36937
H -1.24905 -4.55630 -0.01178
H 0.06157 -3.99688 0.98848
H 0.34861 -3.05622 -1.23570
H 0.12649 -4.61657 -1.99528
H 2.50822 -3.72692 -0.30275
H 2.50737 -4.13287 -1.99117
H 3.40002 -6.00987 -0.60010
H 1.96883 -6.47989 -1.53296
H 3.29112 -5.78906 1.73956
H 1.72274 -5.93797 2.59939
H 2.05228 -4.53659 1.58735
*
```



Record 3
Density functional theory data (ωB97M-V/def2-TZVPD) for a structure of composition C21H47EuNO2SSi2 in a non-equilibrium geometry.

Computed properties:
Kohn-Sham gap (spin up / spin down): 0.133 / 0.243 Ha
Molecular weight: 585.82 g/mol
Lowest unoccupied orbital energy (spin up / spin down): -0.0008 / -0.0016 Eh
F_max: 1.55 eV/Å

```
! RIJCOSX wB97M-V def2-TZVPD def2/J DEFGRID3
* xyz 0 8
O -0.36523 -1.08948 -1.30283
O 0.89718 0.65690 -3.00293
C 0.22672 -2.39750 -1.72705
C -0.55564 -3.54843 -1.15935
H 1.24743 -2.37646 -1.33905
H 0.28192 -2.38246 -2.82416
H -0.76044 -3.39546 -0.09071
H 0.05412 -4.44491 -1.30224
H -1.48338 -3.70747 -1.71898
C -1.62715 -0.75608 -1.95556
C -1.68698 -1.10957 -3.41353
H -1.73594 0.32385 -1.81192
H -2.45110 -1.23443 -1.39823
H -0.97749 -0.52995 -4.00911
H -2.68531 -0.86381 -3.78199
H -1.53972 -2.17369 -3.60120
C 0.44644 2.14816 -2.73398
C 2.29205 0.50790 -3.61474
C -0.50728 2.42801 -3.85554
H 1.37116 2.74763 -2.75268
H -0.01690 2.09882 -1.74172
H -0.01649 2.36527 -4.83499
H -0.90526 3.43948 -3.75019
H -1.36264 1.73791 -3.83623
C 2.17225 0.80343 -5.08834
H 2.55160 -0.53218 -3.38912
H 2.94886 1.21769 -3.08933
H 1.42735 0.15878 -5.57935
H 3.14912 0.59932 -5.53779
H 1.94801 1.85969 -5.28479
H 0.92323 0.17164 -2.12294
Eu -0.02691 -0.12697 1.18269
C 2.09116 0.04406 -0.38164
Si 3.65591 0.40806 0.51298
H 1.94684 -0.96695 -0.77738
H 1.89530 0.81528 -1.13392
C 5.23178 -0.45721 -0.13720
C 3.16103 0.01623 2.31978
C 3.90240 2.25162 0.15290
C -2.04461 -1.44107 1.44693
Si -3.44709 -0.20732 1.46478
H -1.91735 -1.95111 2.43095
H -2.19146 -2.23896 0.69371
C -4.91009 -0.78621 0.41543
C -2.87881 1.44864 0.69567
C -4.04279 0.11913 3.22337
H 3.29065 2.53395 -0.71678
H 4.94422 2.52072 -0.06705
H 3.56529 2.82990 1.02334
H 5.20287 -1.53533 0.08338
H 6.14376 -0.03599 0.31533
H 5.31993 -0.35915 -1.23309
H 2.50118 -0.88112 2.34374
H 2.57965 0.83860 2.77723
H 4.03036 -0.18799 2.98178
H -3.52899 1.68439 -0.15996
H -1.83368 1.47807 0.32886
H -2.98688 2.25202 1.43830
H -4.93480 0.75840 3.21357
H -3.26654 0.61082 3.82356
H -4.31818 -0.81912 3.72045
H -5.81457 -0.21493 0.67242
H -5.13705 -1.84749 0.58011
H -4.71625 -0.64202 -0.65455
S -0.15189 2.19025 3.02042
C -0.31436 1.01506 4.24617
C -0.67819 1.35128 5.58011
C -0.70746 0.36000 6.54566
C -0.44099 -0.96468 6.18098
C -0.13676 -1.24346 4.84152
N -0.06547 -0.28742 3.88240
H -0.90055 2.39300 5.79538
H -0.92719 0.61046 7.57841
H -0.46657 -1.78784 6.89475
H 0.06264 -2.27018 4.50505
*
```



Record 4
Density functional theory data (ωB97M-V/def2-TZVPD) for a cluster of 3 separate species, C21H47N2O3P2S in total in a non-equilibrium geometry.

Computed properties:
Kohn-Sham gap (spin up / spin down): 0.236 / 0.258 Ha
Molecular weight: 469.63 g/mol
Lowest unoccupied orbital energy (spin up / spin down): -0.1716 / -0.1716 Eh
F_max: 7.20 eV/Å

```
! RIJCOSX wB97M-V def2-TZVPD def2/J DEFGRID3
* xyz 1 3
C 1.54080 0.54646 4.92877
C 0.89822 1.33020 3.60424
P -0.81911 0.60120 3.07769
C -0.94890 -1.26077 3.48094
S -2.22839 1.76877 4.27313
P -3.62137 0.47625 5.26415
O -5.07829 0.73599 4.68161
H 0.73322 0.45394 5.79956
H 1.95351 -0.52818 4.61513
H 2.47227 1.20424 5.28206
H 1.67530 1.25372 2.73013
H 0.73859 2.45818 3.95902
H -0.47710 -1.43172 4.56295
H -0.34011 -1.87780 2.66474
H -2.05270 -1.69445 3.46003
H -2.87332 2.62648 3.32652
H -3.56438 0.80831 6.69377
H -3.19826 -0.91574 5.17303
C -4.70590 -4.12911 -1.83256
C -3.64739 -3.36840 -0.98863
C -2.85053 -2.38828 -1.89156
C -1.82924 -3.08118 -2.78255
C -0.88871 -3.93825 -1.94443
C -1.63719 -4.96176 -1.04964
N -2.76659 -4.34905 -0.26643
O -2.19483 -3.66734 0.82479
C -2.16846 -6.12221 -1.93764
C -0.57601 -5.66910 -0.13829
C -4.53271 -2.50304 -0.02948
H -5.30592 -3.42733 -2.42495
H -4.29494 -4.83442 -2.54760
H -5.39792 -4.68333 -1.18755
H -2.32274 -1.65529 -1.26748
H -3.53596 -1.80971 -2.52286
H -2.33271 -3.67895 -3.54586
H -1.24493 -2.32183 -3.32143
H -0.19272 -4.45765 -2.61419
H -0.27529 -3.27571 -1.32127
H -2.89985 -6.73444 -1.39630
H -1.35681 -6.79471 -2.24460
H -2.61628 -5.78408 -2.87232
H -0.00837 -4.96078 0.47653
H 0.16786 -6.20506 -0.74105
H -1.05050 -6.40120 0.52540
H -5.09208 -3.13507 0.67285
H -5.26718 -1.91655 -0.59500
H -3.94646 -1.78275 0.55250
C 3.08401 6.02768 -1.49320
C 3.89952 4.82138 -0.95362
C 4.69912 4.15973 -2.10851
C 3.83465 3.32251 -3.04061
C 3.05623 2.27948 -2.24830
C 2.21005 2.89606 -1.10276
N 2.98571 3.86018 -0.24647
O 3.78361 3.09430 0.62484
C 0.96542 3.60156 -1.71152
C 1.58364 1.71759 -0.28068
C 4.93695 5.50827 -0.00255
H 3.72570 6.69836 -2.07789
H 2.26421 5.76273 -2.15301
H 2.66354 6.61716 -0.66992
H 5.48409 3.51409 -1.69345
H 5.21800 4.92461 -2.69911
H 3.16243 3.96369 -3.61545
H 4.47856 2.81553 -3.77325
H 2.41162 1.72077 -2.93756
H 3.76693 1.55162 -1.83757
H 0.47504 4.24889 -0.97444
H 0.21460 2.87238 -2.04288
H 1.19130 4.19003 -2.60101
H 2.34083 1.03494 0.12255
H 0.92960 1.10094 -0.90987
H 0.97853 2.09466 0.55194
H 4.44068 5.95965 0.86671
H 5.47552 6.31022 -0.52220
H 5.70035 4.81245 0.36387
*
```



Record 5
Density functional theory data (ωB97M-V/def2-TZVPD) for a structure of composition C21H47OP3SeTi in a non-equilibrium geometry.

Computed properties:
Energy relative to the best compared isomer or geometry (same formula, charge and spin): 0.0 kcal/mol
Kohn-Sham gap (spin up / spin down): 0.171 / 0.117 Ha
Molecular weight: 535.36 g/mol
Lowest unoccupied orbital energy (spin up / spin down): -0.3925 / -0.4471 Eh
F_max: 1.79 eV/Å

```
! RIJCOSX wB97M-V def2-TZVPD def2/J DEFGRID3
* xyz 3 2
Ti 0.37001 -0.25897 0.87285
P -1.02465 -2.35648 1.40322
P 2.15220 -0.64184 2.68228
P 1.73812 -1.78296 -0.70927
H -2.87745 4.50482 -6.74412
C -2.83423 3.56253 -7.30739
C -3.92441 2.79321 -7.46632
H -4.89620 3.07762 -7.04036
C -2.55703 -2.16172 2.38140
C -0.24071 -3.71690 2.36755
C -1.71666 -3.21865 -0.06499
C 3.44055 0.66602 2.61524
C 1.49185 -0.42577 4.37807
C 3.10472 -2.20043 2.82401
C 1.01772 -1.77373 -2.39960
C 2.00231 -3.57709 -0.43220
C 3.45492 -1.24676 -1.05322
H -1.87352 3.29252 -7.76682
H -3.88964 1.86169 -8.04766
H -3.17610 -1.37057 1.94169
H -2.32488 -1.89365 3.41933
H -3.13158 -3.10092 2.38157
H 0.05917 -3.35089 3.36044
H 0.64265 -4.12111 1.85887
H -0.97577 -4.52465 2.50104
H -2.34305 -2.49703 -0.60687
H -2.33692 -4.05981 0.27625
H -0.93531 -3.58021 -0.74476
H 4.06391 0.62702 3.52162
H 2.94614 1.64551 2.55634
H 4.07722 0.54626 1.72676
H 2.28912 -0.61747 5.11269
H 0.66398 -1.12825 4.55482
H 1.11678 0.59872 4.51280
H 3.77810 -2.11824 3.68968
H 3.70269 -2.38156 1.92106
H 2.42637 -3.04997 2.98216
H 1.53000 -2.53428 -3.00679
H 1.13569 -0.78276 -2.85845
H -0.05375 -2.00489 -2.34266
H 2.65924 -3.93716 -1.23652
H 1.06040 -4.13703 -0.46533
H 2.49460 -3.75732 0.53299
H 3.95372 -2.03657 -1.63325
H 4.01274 -1.07637 -0.12283
H 3.44097 -0.31228 -1.62992
C 0.79108 1.98479 -2.12961
C -0.50161 1.57521 -2.49442
C -1.08166 2.04492 -3.67853
C -0.37016 2.89373 -4.53275
C 0.92918 3.29407 -4.18444
C 1.49801 2.85116 -2.99481
Se 1.65866 1.50520 -0.48045
H -0.61914 -0.69013 -0.35097
H -1.05501 0.89931 -1.83963
H -2.10017 1.74774 -3.93626
H -0.82929 3.24557 -5.45614
H 1.49568 3.95917 -4.83855
H 2.49915 3.17889 -2.71169
C -1.32699 1.99766 4.19313
C -1.56636 0.86749 3.21027
O -0.90769 1.08273 1.91896
C -1.66831 1.83173 0.91603
C -2.25827 3.13293 1.42796
H -1.68536 1.70736 5.18665
H -0.26839 2.24603 4.28566
H -1.87040 2.90371 3.92615
H -1.16750 -0.07305 3.60710
H -2.64085 0.70776 3.04684
H -0.95857 2.07495 0.10494
H -2.44611 1.17641 0.50601
H -1.49959 3.77798 1.87639
H -2.68862 3.69762 0.59335
H -3.07576 2.93740 2.13339
*
```



Record 6
Density functional theory data (ωB97M-V/def2-TZVPD) for a structure of composition C21H48BF2N10Sr in a non-equilibrium geometry.

Computed properties:
Kohn-Sham gap: 0.249 Ha
Molecular weight: 577.11 g/mol
Lowest unoccupied orbital energy: -0.0742 Eh
F_max: 6.43 eV/Å

```
! RIJCOSX wB97M-V def2-TZVPD def2/J DEFGRID3
* xyz 1 1
Sr 0.04021 0.80757 0.76120
C -2.25517 -1.38311 -1.31830
N -1.21471 -2.17837 -1.94496
C -1.57350 -2.79362 -3.21755
C 0.08658 -1.99075 -1.59626
N 0.38413 -1.03348 -0.77081
C 1.68014 -1.03433 -0.06988
C 2.62459 0.22955 -0.39236
N 1.97438 1.52570 0.05599
C 2.16735 1.91517 1.54826
C 2.16759 0.72329 2.64463
N 0.89204 -0.04210 2.82937
C 0.81288 -0.75930 3.92791
N -0.13019 -1.70584 4.03957
C -0.99112 -2.09132 2.93413
C -0.40384 -2.44923 5.26429
N 1.67619 -0.60868 5.03413
C 1.36287 0.44574 5.97731
C 3.06784 -0.98639 4.90421
C 1.79706 2.64733 -0.93705
C 0.86272 2.19288 -2.08073
N -0.52215 2.12168 -1.61241
C -1.45834 2.37215 -2.47574
N -1.23545 2.35216 -3.84563
C -0.69872 1.14612 -4.44232
C -1.86295 3.29574 -4.74550
N -2.71596 2.73469 -2.07919
C -3.86849 2.15178 -2.74456
C -2.94796 3.09215 -0.69350
N 0.98956 -2.85954 -2.19549
C 2.26123 -2.37007 -2.68481
C 0.95540 -4.26618 -1.83208
H -3.18518 -1.95162 -1.30219
H -2.42384 -0.44652 -1.86007
H -1.99316 -1.13852 -0.28763
H -2.62452 -3.07148 -3.17148
H -0.99062 -3.68666 -3.41223
H -1.43636 -2.09594 -4.04937
H 2.25570 -1.95336 -0.17418
H 1.43709 -0.96247 1.02540
H 2.83944 0.29508 -1.45679
H 3.58223 0.07977 0.11546
H 1.37000 2.64824 1.82646
H 3.12163 2.42485 1.69066
H 2.46083 1.21256 3.57358
H 2.99295 0.04941 2.39526
H -0.90367 -1.39728 2.10275
H -2.03351 -2.06521 3.24847
H -0.72741 -3.10251 2.61371
H 0.35249 -2.24181 6.00673
H -0.41072 -3.51707 5.03850
H -1.38859 -2.17377 5.64687
H 0.29402 0.65538 5.96385
H 1.89769 1.37964 5.75779
H 1.62980 0.13908 6.99128
H 3.18754 -1.67941 4.07128
H 3.40868 -1.49943 5.80705
H 3.72894 -0.12564 4.74247
H 2.75770 2.99387 -1.33035
H 1.33090 3.48488 -0.41540
H 1.19558 1.20779 -2.42789
H 0.98701 2.87372 -2.92898
H -0.34910 0.47443 -3.66051
H 0.13682 1.36134 -5.11463
H -1.47028 0.62395 -5.02174
H -2.29261 4.11611 -4.17682
H -2.65506 2.83647 -5.34769
H -1.11594 3.70138 -5.43180
H -3.59614 1.80102 -3.73587
H -4.66682 2.88889 -2.83810
H -4.26419 1.30609 -2.17099
H -2.07618 3.60351 -0.29272
H -3.14074 2.21943 -0.06354
H -3.80782 3.76083 -0.63311
H 2.18668 -1.30853 -2.91600
H 2.51383 -2.89406 -3.60883
H 3.08807 -2.52361 -1.98133
H -0.02732 -4.52711 -1.44340
H 1.70435 -4.49389 -1.06426
H 1.15707 -4.89495 -2.70209
F -2.78255 0.49643 3.30514
B -2.35521 1.33129 2.28942
F -2.82372 2.58403 2.56596
*
```